Here is a 2-piece molecular cluster, C3H4OS overall at a distorted geometry from OMol25. Energies are from the ωB97M-V functional and the def2-TZVPD basis.

Summary:
Frontier orbital gap (spin up / spin down) in eV: 7.28 / 7.61
Relative energy (zero: lowest compared OMol25 entry of this formula, charge and spin) in eV: 1.972
Expectation value of S²: 2.019
HOMO level (spin up / spin down) in hartree: -0.2381 / -0.3756
LUMO energy (spin up / spin down) in Ha: 0.029 / -0.096

Structure (ORCA input):
```
! RIJCOSX wB97M-V def2-TZVPD def2/J DEFGRID3
* xyz 0 3
C 0.94645 1.60330 0.41127
C 1.73917 0.65357 0.09195
C -1.70782 -1.37577 -0.37230
O -1.01526 -2.35750 -0.33152
S -0.03438 2.67511 1.06161
H 2.70430 0.95029 -0.29722
H 1.24115 -0.34709 0.20277
H -2.63174 -1.37174 -0.86636
H -1.24188 -0.43017 0.09981
*
```

=====

Here is one molecule with the formula C3H4OS2 at a distorted geometry from OMol25. Energies are from the ωB97M-V functional and the def2-TZVPD basis.

Summary:
Frontier orbital gap (spin up / spin down) in eV: 6.80 / 8.13
Relative energy (zero: lowest compared OMol25 entry of this formula, charge and spin) in eV: 0.310
Expectation value of S²: 2.031
HOMO level (spin up / spin down) in hartree: -0.2613 / -0.3580
LUMO energy (spin up / spin down) in Ha: -0.011 / -0.059

Structure (ORCA input):
```
! RIJCOSX wB97M-V def2-TZVPD def2/J DEFGRID3
* xyz 0 3
C 2.32075 -0.02495 -0.03098
C 1.12714 0.46365 0.18048
C -0.06966 -0.32279 -0.07191
O -4.45466 0.46345 -0.15714
S -1.61587 0.43121 0.09773
S -3.59663 -0.66149 0.09812
H 3.07946 0.69718 0.10903
H 2.32669 -1.10888 -0.27798
H 1.08533 1.42203 0.48657
H -0.20256 -1.35941 -0.43393
*
```

=====

Here is one molecule with the formula C3H4OSi at a distorted geometry from OMol25. Energies are from the ωB97M-V functional and the def2-TZVPD basis.

Summary:
Frontier orbital gap in eV: 9.70
Relative energy (zero: lowest compared OMol25 entry of this formula, charge and spin) in eV: 1.315
HOMO level in hartree: -0.3360
Structure (SMILES): O=c1cc1[SiH3]
LUMO energy in Ha: 0.021

Structure (ORCA input):
```
! RIJCOSX wB97M-V def2-TZVPD def2/J DEFGRID3
* xyz 0 1
C 1.20860 0.52015 0.59167
C 0.36382 -0.28902 -0.05766
C 1.82130 -0.53617 -0.12107
O 2.73352 -1.07794 -0.60598
Si -1.52938 -0.05262 -0.20183
H 1.19473 1.37136 1.32645
H -1.61108 1.42644 -0.66690
H -1.96584 -0.96866 -1.25677
H -2.21567 -0.39353 0.99209
*
```

=====

Here is a 2-piece molecular cluster, C3H4OSi overall at a distorted geometry from OMol25. Energies are from the ωB97M-V functional and the def2-TZVPD basis.

Summary:
Frontier orbital gap (spin up / spin down) in eV: 7.08 / 7.07
Relative energy (zero: lowest compared OMol25 entry of this formula, charge and spin) in eV: 3.569
HOMO level (spin up / spin down) in hartree: -0.2759 / -0.2755
LUMO energy (spin up / spin down) in Ha: -0.016 / -0.016

Structure (ORCA input):
```
! RIJCOSX wB97M-V def2-TZVPD def2/J DEFGRID3
* xyz 0 1
C 1.09138 2.00807 -0.26844
C 1.04147 1.10556 0.54678
C 0.77055 -0.02096 1.27013
O 0.97853 -0.54393 2.31615
Si -1.12868 -1.21214 -0.56943
H 1.15764 2.81702 -0.93435
H -2.05522 -0.20823 -1.05214
H -0.15327 -1.66977 -1.54606
H -1.70240 -2.27564 0.23736
*
```

=====

What is the formula in the fourth record? C3H4OSi

=====

Copy entry 4 word for word.
Here is a 2-piece molecular cluster, C3H4OSi overall at a distorted geometry from OMol25. Energies are from the ωB97M-V functional and the def2-TZVPD basis.

Summary:
Frontier orbital gap (spin up / spin down) in eV: 7.08 / 7.07
Relative energy (zero: lowest compared OMol25 entry of this formula, charge and spin) in eV: 3.569
HOMO level (spin up / spin down) in hartree: -0.2759 / -0.2755
LUMO energy (spin up / spin down) in Ha: -0.016 / -0.016

Structure (ORCA input):
```
! RIJCOSX wB97M-V def2-TZVPD def2/J DEFGRID3
* xyz 0 1
C 1.09138 2.00807 -0.26844
C 1.04147 1.10556 0.54678
C 0.77055 -0.02096 1.27013
O 0.97853 -0.54393 2.31615
Si -1.12868 -1.21214 -0.56943
H 1.15764 2.81702 -0.93435
H -2.05522 -0.20823 -1.05214
H -0.15327 -1.66977 -1.54606
H -1.70240 -2.27564 0.23736
*
```

=====

Among the records above, which one has the lowest relative energy (zero: lowest compared OMol25 entry of this formula, charge and spin)? C3H4OS2